(1)
{"formula": "C4H3NOS2", "method": "ωB97M-V with the def2-TZVPD basis set", "smiles": "C#CC(=O)N(S)C=S", "lumo_ev": -0.7748, "e_homo_ev": -9.09, "e_above_lowest_ev": 3.126, "species": ["C", "C", "C", "C", "H", "H", "H", "N", "O", "S", "S"], "xyz": [[1.785, -0.669, -0.104], [-0.570, -0.745, -0.095], [-1.867, -0.027, -0.014], [-2.954, 0.477, 0.111], [1.944, 1.878, 0.475], [1.628, -1.711, -0.162], [-3.903, 1.032, 0.068], [0.656, 0.043, -0.039], [-0.672, -1.938, -0.111], [0.580, 1.803, -0.152], [3.374, -0.143, 0.024]]}

(2)
{"formula": "C4H3NOS2", "method": "ωB97M-V with the def2-TZVPD basis set", "lumo_ev": [-1.5025, -1.4952], "e_homo_ev": [-8.10, -7.99], "e_above_lowest_ev": 2.422, "species": ["C", "C", "C", "C", "N", "O", "S", "S", "H", "H", "H"], "xyz": [[1.048, 0.468, -0.003], [1.472, -0.899, 0.040], [-0.149, 1.136, -0.033], [0.923, -2.092, -0.010], [-1.376, 0.615, -0.015], [0.560, -3.187, -0.033], [-2.715, 1.444, -0.042], [-4.161, 0.178, 0.061], [1.899, 1.133, 0.006], [2.552, -1.023, 0.104], [-0.054, 2.226, -0.075]]}

(3)
{"formula": "C4H3NS", "method": "ωB97M-V with the def2-TZVPD basis set", "lumo_ev": -0.2248, "e_homo_ev": -9.70, "e_above_lowest_ev": 3.175, "species": ["C", "C", "C", "C", "N", "S", "H", "H", "H"], "xyz": [[0.294, 1.892, 0.626], [1.441, 2.170, 1.110], [0.059, 0.114, -0.114], [-0.555, -1.160, -0.469], [-0.730, 1.135, 0.193], [1.731, 0.426, 0.455], [-1.639, -0.997, -0.634], [-0.427, -2.080, 0.264], [-0.173, -1.499, -1.431]]}

(4)
{"formula": "C4H3NS", "method": "ωB97M-V with the def2-TZVPD basis set", "smiles": "C#C[C@H](S)C#N", "lumo_ev": 0.3905, "e_homo_ev": -10.11, "e_above_lowest_ev": 1.192, "species": ["C", "C", "C", "C", "H", "H", "H", "N", "S"], "xyz": [[0.011, 0.049, 0.532], [1.412, 0.028, 0.128], [2.580, -0.043, -0.166], [-0.569, 1.295, 0.059], [-0.639, -1.062, -1.322], [-0.058, -0.019, 1.624], [3.505, -0.146, -0.636], [-1.102, 2.270, -0.246], [-0.981, -1.415, -0.078]]}

(5)
{"formula": "C4H3NS2", "method": "ωB97M-V with the def2-TZVPD basis set", "smiles": "S=C1C=CC(=S)N1", "lumo_ev": -1.6855, "e_homo_ev": -8.83, "e_above_lowest_ev": 0.314, "species": ["C", "C", "C", "C", "H", "H", "H", "N", "S", "S"], "xyz": [[-1.105, -0.425, -0.029], [1.072, -0.374, 0.050], [0.587, 1.066, 0.096], [-0.743, 1.049, -0.066], [0.244, -2.135, 0.344], [1.161, 2.015, -0.265], [-1.405, 1.961, -0.030], [0.106, -1.154, 0.043], [-2.551, -1.040, -0.060], [2.634, -0.963, -0.082]]}

(6)
{"formula": "C4H3NS2", "method": "ωB97M-V with the def2-TZVPD basis set", "smiles": "C#C[C@@H]1SC=NS1", "lumo_ev": 0.6907, "e_homo_ev": -8.69, "e_above_lowest_ev": 1.239, "species": ["C", "C", "C", "C", "H", "H", "H", "N", "S", "S"], "xyz": [[2.932, -0.011, 0.634], [1.871, 0.005, 0.055], [0.609, 0.014, -0.676], [-1.608, 0.567, 0.639], [3.857, -0.050, 1.163], [0.761, 0.023, -1.759], [-2.350, 1.137, 1.183], [-1.628, -0.690, 0.646], [-0.414, 1.475, -0.285], [-0.442, -1.459, -0.279]]}

(7)
{"formula": "C4H3O2", "method": "ωB97M-V with the def2-TZVPD basis set", "lumo_ev": -6.9046, "total_charge": 1, "e_homo_ev": -14.41, "e_above_lowest_ev": 2.238, "species": ["C", "C", "C", "C", "O", "O", "H", "H", "H"], "xyz": [[1.618, 1.510, -0.513], [0.451, 1.639, -0.788], [-0.531, -1.866, 0.945], [-0.851, 1.584, -0.922], [-1.992, 1.517, -1.021], [-0.115, -0.859, 0.387], [2.623, 1.139, -0.288], [-1.514, -2.093, 0.943], [0.310, -2.571, 1.257]]}

(8)
{"formula": "C4H3O2", "method": "ωB97M-V with the def2-TZVPD basis set", "lumo_ev": -7.4117, "total_charge": 1, "e_homo_ev": -15.46, "e_above_lowest_ev": 0.756, "species": ["C", "C", "C", "C", "O", "O", "H", "H", "H"], "xyz": [[-0.558, -0.315, 0.258], [0.787, -0.553, 0.299], [-1.436, 0.736, -0.305], [1.924, 0.152, 0.044], [2.919, 0.625, -0.172], [-2.337, 1.357, 0.143], [-1.176, -1.178, 0.515], [1.090, -1.554, 0.626], [-1.213, 0.729, -1.408]]}

(9)
{"formula": "C4H3O2S", "method": "ωB97M-V with the def2-TZVPD basis set", "s_squared": 2.011, "lumo_ev": [3.9852, 2.8731], "total_charge": -1, "e_homo_ev": [-0.46, -3.97], "spin_multiplicity": 3, "e_above_lowest_ev": 0.494, "species": ["C", "C", "C", "C", "O", "O", "S", "H", "H", "H"], "xyz": [[1.633, 0.255, -0.308], [0.585, 0.332, 0.427], [-0.766, 0.000, 0.050], [-1.603, -1.248, 0.049], [-2.308, -2.022, 0.591], [-1.061, -0.859, -1.076], [-1.574, 1.957, 0.143], [2.548, 0.859, -0.036], [1.757, -0.113, -1.295], [0.789, 0.838, 1.454]]}

(10)
{"formula": "C4H3O2Zn", "method": "ωB97M-V with the def2-TZVPD basis set", "lumo_ev": [-17.4001, -17.3996], "total_charge": 3, "e_homo_ev": [-24.11, -24.11], "e_above_lowest_ev": 3.773, "species": ["H", "O", "C", "C", "C", "C", "O", "Zn", "H", "H"], "xyz": [[-0.251, 0.697, 0.536], [0.766, -0.249, 2.572], [0.648, -0.333, 1.348], [0.992, -1.255, 0.349], [0.482, -0.990, -0.916], [-0.242, -0.108, -1.467], [-0.773, 0.941, -1.017], [-1.786, 2.215, -1.790], [0.398, -0.986, 3.108], [1.111, -2.295, 0.684]]}

(11)
{"formula": "C4H3O5Rb", "method": "ωB97M-V with the def2-TZVPD basis set", "lumo_ev": -0.9042, "e_homo_ev": -7.97, "e_above_lowest_ev": 0.000, "species": ["C", "C", "O", "C", "O", "O", "H", "H", "H", "O", "O", "C", "Rb"], "xyz": [[0.192, -0.385, 1.737], [-0.726, -0.157, 0.801], [-0.373, 0.259, -0.466], [-1.292, 0.332, -1.440], [-2.464, 0.115, -1.335], [-0.633, 0.699, -2.534], [-0.206, -0.580, 2.734], [-1.792, -0.350, 0.925], [-1.247, 0.902, -3.253], [2.298, -1.024, 2.577], [2.246, -0.197, 0.504], [1.703, -0.579, 1.576], [2.294, 0.965, -1.826]]}

(12)
{"formula": "C4H3O6Rh", "method": "ωB97M-V with the def2-TZVPD basis set", "s_squared": 8.765, "lumo_ev": [-4.1325, -8.8425], "total_charge": 1, "e_homo_ev": [-14.55, -15.59], "spin_multiplicity": 6, "species": ["C", "C", "O", "C", "O", "O", "H", "H", "H", "O", "O", "O", "C", "Rh"], "xyz": [[-0.624, 1.510, 0.137], [0.321, 0.916, 0.985], [0.287, -0.452, 1.058], [1.272, -1.257, 1.719], [2.008, -0.763, 2.532], [1.109, -2.434, 1.279], [-1.629, 1.087, 0.248], [1.255, 1.382, 1.298], [-0.540, 2.596, 0.067], [-0.554, 0.988, -1.776], [-0.811, -0.178, -3.552], [-1.017, -1.205, -1.585], [-0.815, -0.178, -2.309], [-0.261, -2.014, -0.104]]}